The following is a quantum chemistry calculation of a cluster of 3 separate species, C2H10N2O3 in total in a non-equilibrium geometry, from the Open Molecules 2025 dataset.

Its LUMO energy is 0.83 eV. Its spin multiplicity is 1. For the energy relative to the best compared isomer or geometry (same formula, charge and spin), the calculation gives 9.3 kcal/mol. Its SMILES is CNC(N)=O.O.O. Its total energy is -11359.6309 eV. The maximum force comes out at 1.167 eV/A.

Each line ends with the Mulliken charge.
CARTESIAN COORDINATES (ANGSTROEM)
O 0.42268 -2.88452 6.51258  -0.641
O -2.64691 1.44151 -3.33632  -0.688
O -0.72666 1.28535 -0.87264  -0.646
N 1.11623 -0.07678 -0.85392  -0.190
N 0.08768 0.55187 -2.84274  -0.442
C 0.09034 0.60256 -1.47269  0.524
C 1.26377 0.01507 0.58286  -0.789
H -2.83970 1.43377 -2.39509  0.328
H 0.56196 0.77232 0.91120  0.285
H 1.03303 -0.92052 1.05760  0.293
H 2.26177 0.34900 0.86647  0.262
H -0.28312 -2.23468 6.51797  0.321
H 0.39128 -0.28867 -3.31821  0.214
H 1.52243 -0.77643 -1.45148  0.194
H -0.72865 0.94504 -3.29945  0.328
H -2.63644 2.33026 -3.69338  0.327
H 1.11031 -2.54514 7.08724  0.320